1.
{
  "formula": "C12H8O8PdS",
  "method": "ωB97M-V/def2-TZVPD",
  "elements": ["Pd", "O", "C", "C", "O", "C", "C", "O", "C", "O", "O", "C", "C", "C", "C", "C", "C", "C", "S", "O", "O", "O", "H", "H", "H", "H", "H", "H", "H", "H"],
  "xyz": [[1.112, -1.744, -1.935], [-0.889, 3.243, -3.765], [-0.460, 2.175, -3.373], [-0.629, 0.845, -4.044], [-1.241, 0.719, -5.091], [0.084, -0.176, -3.170], [0.634, 0.444, -2.079], [1.304, 0.009, -1.100], [0.338, 1.936, -2.126], [0.638, 2.840, -1.365], [0.072, -1.383, -3.546], [-1.237, 2.095, 3.173], [-0.702, 0.854, 2.524], [0.650, 0.502, 2.652], [1.139, -0.659, 2.048], [0.268, -1.474, 1.322], [-1.079, -1.134, 1.180], [-1.562, 0.027, 1.786], [0.890, -2.968, 0.506], [2.326, -2.720, 0.399], [0.501, -4.010, 1.451], [0.168, -2.965, -0.765], [-0.443, 2.665, 3.666], [-1.984, 1.833, 3.928], [-1.697, 2.746, 2.421], [1.336, 1.126, 3.217], [2.186, -0.935, 2.139], [-1.736, -1.779, 0.601], [-2.612, 0.282, 1.674], [2.624, -2.393, -2.328]],
  "forces_ev_per_angstrom": [[5.85, -4.65, -0.83], [0.02, -0.07, 0.02], [-0.01, 0.04, -0.02], [0.33, 0.31, 0.71], [0.17, -0.69, 0.07], [-3.24, 2.31, -4.65], [0.03, 5.76, 1.72], [0.67, 1.93, 0.79], [-0.34, -0.35, -0.56], [0.30, -0.59, 0.30], [-0.86, 0.02, -1.79], [0.01, 0.21, 0.04], [0.31, -0.38, -0.13], [-0.47, -0.46, -0.29], [-0.52, -0.04, 0.02], [0.08, 0.14, -0.28], [0.28, 0.28, 0.38], [0.58, -0.28, 0.03], [0.39, 0.84, 3.13], [-0.68, -0.64, -0.14], [0.13, -0.26, -0.73], [-2.65, -4.07, 2.68], [-0.08, -0.09, -0.07], [-0.04, 0.14, -0.06], [-0.04, -0.02, 0.16], [-0.14, 0.07, -0.05], [-0.19, 0.03, -0.16], [0.13, 0.13, 0.03], [0.08, 0.10, 0.03], [-0.10, 0.29, -0.35]],
  "total_charge": -2,
  "homo_energy_ev": [-0.74, -0.97],
  "multiplicity": 3,
  "e_tot_ev": -43264.5905,
  "e_lumo_ha": [0.181, 0.181],
  "fmax_ev_per_a": 7.52,
  "homo_lumo_gap_ev": [5.66, 5.90],
  "molar_mass_g_mol": 418.7
}

---

2.
{
  "formula": "C12H9AlCl36O3P",
  "method": "ωB97M-V/def2-TZVPD",
  "elements": ["O", "C", "O", "C", "C", "Al", "P", "O", "H", "H", "H", "H", "H", "H", "H", "H", "H", "C", "Cl", "Cl", "Cl", "Cl", "C", "Cl", "Cl", "Cl", "Cl", "C", "Cl", "Cl", "Cl", "Cl", "C", "Cl", "Cl", "Cl", "Cl", "C", "Cl", "Cl", "Cl", "Cl", "C", "Cl", "Cl", "Cl", "Cl", "C", "Cl", "Cl", "Cl", "Cl", "C", "Cl", "Cl", "Cl", "Cl", "C", "Cl", "Cl", "Cl", "Cl"],
  "xyz": [[-2.159, 1.610, 1.607], [-2.618, 0.445, 1.102], [-1.645, -0.594, 0.695], [-1.866, -0.846, -0.738], [-0.734, -0.123, -1.724], [-1.859, 0.752, -3.256], [-2.917, 2.600, -2.222], [-1.826, 3.671, -1.817], [-3.792, 0.331, 1.032], [-1.766, -2.012, -0.940], [-2.964, -0.446, -0.979], [-0.210, 0.740, -1.129], [0.004, -0.912, -2.189], [-3.049, -0.258, -3.659], [-0.980, 1.172, -4.503], [-3.979, 3.101, -3.060], [-3.515, 2.072, -1.010], [-5.918, -1.567, -2.869], [-7.689, -1.394, -2.971], [-5.498, -2.529, -1.429], [-5.316, -2.390, -4.330], [-5.171, 0.046, -2.745], [1.579, -1.434, -5.950], [1.337, -2.688, -7.192], [1.754, 0.155, -6.737], [0.175, -1.403, -4.855], [3.053, -1.799, -5.017], [1.420, 5.109, 0.114], [0.683, 6.681, 0.516], [0.326, 3.795, 0.616], [1.695, 5.014, -1.644], [2.975, 4.946, 0.968], [-5.353, -6.703, -4.385], [-3.808, -7.528, -4.054], [-5.281, -5.928, -5.988], [-6.679, -7.893, -4.359], [-5.643, -5.464, -3.138], [1.023, -2.619, 2.160], [0.304, -4.009, 3.012], [2.788, -2.621, 2.405], [0.666, -2.741, 0.418], [0.336, -1.107, 2.803], [2.898, 1.404, 4.797], [2.056, 1.127, 6.343], [4.559, 1.963, 5.118], [2.951, -0.116, 3.869], [2.025, 2.642, 3.859], [3.592, 6.428, 5.227], [2.661, 6.068, 6.703], [4.913, 5.244, 5.056], [2.519, 6.329, 3.809], [4.277, 8.068, 5.342], [4.467, -2.794, 6.361], [2.696, -2.621, 6.258], [4.887, -3.756, 7.801], [5.069, -3.617, 4.900], [5.215, -1.181, 6.485], [3.467, -0.084, -0.898], [2.535, -0.443, 0.578], [4.787, -1.268, -1.069], [2.394, -0.182, -2.316], [4.151, 1.557, -0.783]],
  "forces_ev_per_angstrom": [[-2.89, -7.62, -3.01], [3.95, 5.28, 2.46], [-3.46, 2.86, 0.17], [0.30, -0.48, -2.07], [-0.90, -0.16, 0.95], [0.69, -0.88, 0.23], [2.93, 1.56, 0.93], [-2.30, -1.58, -0.79], [2.49, -0.41, -0.26], [-0.67, 2.40, 0.63], [2.25, -1.15, 0.27], [-0.69, -1.84, -1.03], [-1.48, 1.52, 1.52], [0.82, -0.14, -0.34], [0.06, 0.41, -0.15], [-0.12, -0.01, 0.73], [-0.53, 0.50, -0.61], [0.26, 0.48, -0.14], [0.23, -0.13, 0.01], [-0.07, 0.17, -0.21], [-0.16, 0.39, 0.31], [-1.36, -0.62, 0.35], [-0.22, 0.08, 0.21], [0.06, 0.19, 0.16], [-0.03, -0.40, 0.20], [0.62, -0.24, -0.52], [-0.25, -0.07, -0.48], [-0.38, -0.52, -0.21], [0.18, -0.23, -0.02], [0.41, 0.47, -0.13], [-0.07, 0.04, 0.49], [-0.14, -0.04, -0.35], [0.01, 0.15, 0.16], [-0.36, 0.18, -0.09], [-0.02, -0.18, 0.37], [0.27, 0.22, -0.03], [0.09, -0.59, -0.33], [-0.39, 0.22, -0.15], [0.19, 0.24, -0.13], [-0.28, -1.17, 0.44], [-0.27, -0.61, 0.53], [-0.25, -0.84, -0.24], [-0.09, -0.03, -0.26], [0.18, 0.06, -0.26], [-0.28, -0.23, -0.02], [0.63, 1.11, 0.78], [0.26, -0.37, 0.24], [-0.18, -0.04, -0.17], [0.23, 0.05, -0.30], [-0.33, 0.48, 0.03], [0.37, 0.16, 0.66], [-0.12, -0.30, 0.00], [-0.11, 0.12, -0.06], [0.48, -0.15, 0.08], [-0.07, 0.17, -0.28], [-0.10, 0.18, 0.38], [-0.18, -0.47, 0.00], [-0.46, 0.22, -0.08], [0.84, 1.56, -1.27], [-0.16, 0.12, 0.05], [0.74, 0.24, 0.64], [-0.13, -0.33, -0.01]],
  "total_charge": -1,
  "homo_energy_ev": -5.20,
  "e_tot_ev": -485420.4470,
  "e_lumo_ha": 0.055,
  "fmax_ev_per_a": 8.69,
  "homo_lumo_gap_ev": 6.71,
  "molar_mass_g_mol": 1535.5
}

---

3.
{
  "formula": "C12H9B3",
  "method": "ωB97M-V/def2-TZVPD",
  "elements": ["B", "C", "C", "C", "C", "C", "C", "C", "C", "C", "B", "C", "C", "C", "B", "H", "H", "H", "H", "H", "H", "H", "H", "H"],
  "xyz": [[2.049, 2.937, 0.359], [2.428, 1.607, -0.251], [1.337, 0.703, -0.162], [1.238, -0.624, -0.637], [-0.010, -1.232, -0.266], [-1.222, -0.565, 0.255], [-1.255, 0.854, 0.689], [0.139, 1.447, 0.606], [0.690, 2.696, 1.026], [-2.583, 1.249, 0.985], [-3.450, 0.115, 0.424], [-2.471, -1.157, 0.315], [0.034, -2.635, -0.698], [1.300, -2.888, -1.136], [2.186, -1.720, -1.465], [2.638, 3.958, 0.190], [3.350, 1.400, -0.729], [0.022, 3.264, 1.625], [-2.890, 2.162, 1.404], [-4.484, 0.189, -0.061], [-2.751, -2.187, 0.020], [-0.562, -3.452, -0.221], [1.435, -3.874, -1.574], [3.088, -1.595, -2.125]],
  "forces_ev_per_angstrom": [[0.01, 0.32, 0.03], [-1.45, -0.91, 0.17], [0.25, 0.69, -0.15], [-0.57, 1.59, 0.65], [-1.28, 0.63, -0.39], [0.82, -2.28, -0.81], [0.89, 1.02, 0.22], [1.12, 1.43, 0.18], [-2.33, -2.74, -0.69], [2.71, -1.11, -0.77], [1.72, -1.42, 0.54], [-0.81, 0.75, -0.60], [1.32, -0.10, 2.56], [-0.80, -2.93, -2.28], [-2.99, 1.88, 2.46], [-0.06, 0.02, 0.27], [0.58, -0.61, -0.48], [-0.21, 0.93, 0.40], [-0.02, 1.23, 0.24], [-1.16, 0.09, -0.28], [0.59, 0.75, 0.22], [-0.13, 0.87, -1.20], [0.38, -0.33, 0.50], [1.40, 0.22, -0.80]],
  "total_charge": 0,
  "homo_energy_ev": [-7.91, -8.30],
  "e_tot_ev": -14612.9060,
  "e_lumo_ha": [-0.066, -0.060],
  "fmax_ev_per_a": 4.31,
  "homo_lumo_gap_ev": [6.12, 6.67],
  "smiles": "B1C=c2c3c(c4c(c2=C1)=CBC=4)C=CB3",
  "molar_mass_g_mol": 185.6
}

---

4.
{
  "formula": "C12H9BrN2O3S",
  "method": "ωB97M-V/def2-TZVPD",
  "elements": ["C", "C", "C", "S", "C", "O", "C", "C", "C", "C", "Br", "C", "C", "C", "N", "O", "C", "O", "N", "H", "H", "H", "H", "H", "H", "H", "H", "H"],
  "xyz": [[-0.483, 0.435, 3.526], [-0.187, -0.336, 2.274], [1.105, -0.705, 2.012], [1.441, -1.806, 0.683], [0.128, -1.359, -0.541], [-0.012, -2.478, -1.435], [0.577, -0.168, -1.353], [1.773, -0.238, -2.080], [2.230, 0.825, -2.835], [1.441, 1.964, -2.984], [2.087, 3.391, -4.064], [0.246, 2.100, -2.268], [-0.160, 1.049, -1.435], [-1.189, -1.121, 0.197], [-2.382, -1.325, -0.295], [-3.321, -1.066, 0.739], [-2.632, -0.825, 1.861], [-3.081, -0.749, 3.007], [-1.288, -0.721, 1.512], [0.411, 0.915, 3.941], [-1.226, 1.217, 3.372], [-0.878, -0.209, 4.324], [1.945, -0.351, 2.627], [-0.669, -2.327, -2.110], [2.415, -1.115, -2.007], [3.167, 0.790, -3.373], [-0.353, 3.002, -2.378], [-1.104, 1.211, -0.914]],
  "forces_ev_per_angstrom": [[-0.11, 0.39, 0.58], [2.13, 0.14, 1.84], [-2.26, 0.27, -0.52], [0.10, -0.58, -0.25], [-0.83, -0.02, -0.87], [1.03, -0.06, 1.61], [-0.37, 1.97, -0.40], [0.18, -0.21, 0.44], [-0.44, 0.42, -0.51], [-0.27, 0.04, 0.72], [-0.19, -0.20, 0.13], [0.64, -0.39, -0.28], [0.20, -0.54, -0.30], [-1.71, -0.25, -0.01], [1.21, -0.04, -0.49], [1.01, -0.25, -0.25], [-0.59, 0.50, 3.74], [0.59, -0.02, -2.75], [0.71, -0.50, -1.24], [-0.04, -0.20, -0.37], [-0.04, -0.02, -0.08], [-0.02, 0.02, -0.37], [-0.58, -0.25, -0.45], [-0.46, 0.53, -0.19], [-0.30, 0.08, 0.02], [0.03, -0.22, 0.09], [0.12, -0.25, 0.14], [0.25, -0.36, 0.04]],
  "total_charge": 0,
  "homo_energy_ev": -8.63,
  "e_tot_ev": -102588.8851,
  "e_lumo_ha": 0.008,
  "fmax_ev_per_a": 3.81,
  "homo_lumo_gap_ev": 8.85,
  "smiles": "CC1=CS[C@](O)(c2ccc(Br)cc2)c2noc(=O)n21",
  "molar_mass_g_mol": 341.2
}